# 1
The following is a quantum chemistry calculation of a structure of composition C21H34Cl2F6MnN2O8Si4 in a non-equilibrium geometry, from the Open Molecules 2025 dataset.

```
! wB97M-V def2-TZVPD RIJCOSX def2/J DEFGRID3
* xyz 0 2
Mn 0.340 0.673 0.898
O 2.933 -1.937 2.259
C 2.402 -1.234 1.433
O 1.140 -0.827 1.586
C 3.118 -0.827 0.182
C 4.450 -1.164 0.085
C 5.121 -0.983 -1.108
C 4.471 -0.535 -2.233
C 3.135 -0.207 -2.139
C 2.436 -0.240 -0.913
O 1.266 0.318 -0.795
N 2.475 0.209 -3.392
O 3.183 0.433 -4.353
O 1.260 0.204 -3.427
N 6.553 -1.315 -1.196
O 7.100 -1.173 -2.270
O 7.095 -1.721 -0.189
H 4.951 -1.592 0.943
H 4.987 -0.446 -3.176
Cl 1.545 -3.366 -1.011
C 1.980 -4.802 -0.067
Cl 1.075 -6.239 -0.568
H 1.763 -4.593 0.973
H 3.033 -4.991 -0.222
C -2.000 -3.251 -1.648
Si -2.152 -2.501 0.037
C -1.191 -3.352 1.380
C -3.960 -2.537 0.493
Si -1.476 -0.224 -0.104
Si -2.772 0.968 -1.664
C -4.539 0.468 -1.350
C -2.208 0.372 -3.323
C -2.614 2.806 -1.463
Si -1.286 0.682 2.749
C -0.938 -0.762 3.827
C -3.079 0.691 2.258
C -0.923 2.263 3.610
H -2.111 -4.335 -1.554
H -1.044 -3.053 -2.129
H -2.797 -2.876 -2.298
H -0.976 -4.388 1.101
H -1.786 -3.371 2.297
H -0.252 -2.840 1.595
H -4.215 -3.578 0.720
H -4.597 -2.204 -0.327
H -4.205 -1.944 1.372
H -4.773 -0.517 -1.758
H -5.178 1.204 -1.849
H -4.798 0.471 -0.288
H -2.511 -0.664 -3.498
H -1.123 0.433 -3.439
H -2.669 1.001 -4.091
H -3.557 3.221 -1.098
H -2.383 3.277 -2.422
H -1.830 3.068 -0.756
H -1.338 -1.679 3.397
H -1.423 -0.586 4.795
H 0.131 -0.908 3.981
H -3.372 -0.253 1.796
H -3.312 1.510 1.567
H -3.702 0.823 3.150
H 0.113 2.337 3.943
H -1.578 2.285 4.490
H -1.144 3.120 2.976
C 1.134 3.511 -1.306
C 0.970 3.343 0.200
O -0.025 2.416 0.508
C 0.512 4.692 0.805
F 1.280 5.702 0.383
F -0.745 4.952 0.429
F 0.537 4.693 2.141
C 2.344 2.941 0.849
F 2.124 1.923 1.753
F 2.943 3.910 1.520
F 3.203 2.456 -0.040
H 0.260 4.028 -1.700
H 1.196 2.523 -1.758
H 2.023 4.085 -1.555
*
```

# 2
The following is a quantum chemistry calculation of a cluster of 4 separate species, C52H42N5O8S in total in a non-equilibrium geometry, from the Open Molecules 2025 dataset.

```
! wB97M-V def2-TZVPD RIJCOSX def2/J DEFGRID3
* xyz 1 1
C -4.503 -0.195 1.559
O -3.944 -1.498 1.523
C -2.554 -1.431 1.604
N -2.016 -2.771 1.812
C -2.369 -3.262 3.159
C -1.760 -4.618 3.449
C -1.917 -5.536 2.240
N -2.755 -4.891 1.182
C -2.378 -3.654 0.825
N -2.343 -3.265 -0.431
C -2.694 -4.096 -1.583
C -3.193 -3.215 -2.746
S -1.933 -2.907 -3.992
C -1.068 -1.557 -3.338
N -0.405 -0.701 -4.038
N 0.215 0.138 -3.113
C -0.153 -0.257 -1.953
O -0.980 -1.354 -2.005
H -3.963 0.483 0.898
H -4.480 0.223 2.564
H -5.530 -0.238 1.222
H -2.215 -0.811 2.433
H -2.152 -0.978 0.695
H -3.448 -3.303 3.283
H -1.984 -2.546 3.877
H -2.227 -5.059 4.321
H -0.700 -4.532 3.662
H -2.374 -6.485 2.485
H -0.955 -5.759 1.786
H -2.822 -5.530 0.401
H -2.030 -2.333 -0.648
H -3.481 -4.795 -1.324
H -1.807 -4.630 -1.910
H -3.561 -2.273 -2.351
H -4.007 -3.712 -3.258
H 0.092 0.138 -0.986
C 2.658 0.298 -0.091
C 3.273 1.542 -0.194
C 3.491 2.300 0.944
C 3.080 1.826 2.185
C 2.443 0.589 2.283
C 2.246 -0.176 1.142
C 1.949 0.075 3.593
O 1.386 -1.001 3.666
C 2.152 0.926 4.796
C 1.665 0.493 6.023
C 1.855 1.266 7.154
C 2.538 2.475 7.068
C 3.023 2.915 5.848
C 2.827 2.147 4.708
C 3.334 2.654 3.401
O 3.927 3.707 3.321
H 2.500 -0.303 -0.977
H 3.580 1.916 -1.162
H 3.976 3.264 0.880
H 1.764 -1.141 1.231
H 1.141 -0.450 6.083
H 1.474 0.928 8.108
H 2.691 3.074 7.955
H 3.553 3.853 5.770
C 0.063 6.660 0.694
C -0.010 5.273 0.623
C -1.240 4.648 0.513
C -2.405 5.405 0.481
C -2.331 6.796 0.568
C -1.094 7.420 0.667
C -3.565 7.633 0.572
O -3.500 8.840 0.640
C -4.880 6.935 0.494
C -6.046 7.688 0.542
C -7.277 7.061 0.458
C -7.350 5.679 0.319
C -6.191 4.924 0.275
C -4.952 5.546 0.368
C -3.718 4.714 0.345
O -3.778 3.505 0.220
H 1.025 7.148 0.772
H 0.895 4.682 0.652
H -1.307 3.571 0.451
H -1.048 8.498 0.724
H -5.979 8.762 0.645
H -8.184 7.649 0.498
H -8.313 5.193 0.247
H -6.239 3.849 0.169
C 1.487 -3.594 -2.323
C 2.414 -3.096 -1.413
C 3.721 -2.874 -1.811
C 4.105 -3.162 -3.115
C 3.178 -3.681 -4.019
C 1.865 -3.888 -3.620
C 3.575 -4.033 -5.416
O 2.759 -4.479 -6.193
C 4.995 -3.825 -5.808
C 5.402 -4.187 -7.085
C 6.716 -3.990 -7.473
C 7.629 -3.424 -6.589
C 7.231 -3.063 -5.313
C 5.916 -3.268 -4.915
C 5.516 -2.897 -3.530
O 6.301 -2.397 -2.754
H 0.461 -3.759 -2.014
H 2.117 -2.879 -0.394
H 4.452 -2.480 -1.118
H 1.147 -4.280 -4.328
H 4.685 -4.623 -7.767
H 7.032 -4.276 -8.466
H 8.653 -3.266 -6.897
H 7.934 -2.626 -4.619
*
```

# 3
The following is a quantum chemistry calculation of a structure of composition C38H43F6N2PtS2SbSi3 in a non-equilibrium geometry, from the Open Molecules 2025 dataset.

```
! wB97M-V def2-TZVPD RIJCOSX def2/J DEFGRID3
* xyz 0 5
Pt 8.727 10.695 12.567
C 8.134 7.905 14.043
Si 9.826 7.736 13.176
C 9.974 6.016 12.364
C 11.126 7.768 14.559
C 10.019 9.099 11.842
Si 11.757 9.595 11.262
C 11.645 10.828 9.811
C 12.345 11.076 13.788
C 12.803 8.084 10.739
Si 8.859 8.757 10.354
C 9.580 7.634 9.002
C 7.147 8.059 10.789
C 8.375 10.417 9.568
C 8.343 10.748 8.218
C 7.832 11.987 7.816
C 7.348 12.870 8.780
C 7.423 12.503 10.119
N 7.925 11.300 10.517
H 8.230 7.587 15.088
H 7.368 7.265 13.588
H 7.745 8.937 14.039
H 9.799 5.249 13.117
H 10.980 5.876 11.955
H 9.258 5.856 11.545
H 10.999 6.876 15.180
H 11.014 8.637 15.213
H 12.165 7.750 14.207
H 11.037 11.706 10.056
H 11.184 10.320 8.954
H 12.642 11.167 9.530
H 10.308 11.515 13.348
H 13.074 11.695 14.326
H 11.930 10.401 14.546
H 12.313 7.497 9.962
H 12.983 7.425 11.590
H 13.779 8.430 10.378
H 9.848 6.673 9.441
H 10.477 8.036 8.529
H 8.821 7.447 8.230
H 7.203 7.028 11.165
H 6.509 8.040 9.897
H 6.630 8.651 11.550
H 8.702 10.040 7.478
H 7.799 12.231 6.759
H 6.928 13.828 8.527
H 7.074 13.122 10.938
F 12.061 14.722 10.042
C 12.664 14.693 11.290
F 12.069 15.684 12.017
F 13.953 15.137 11.063
C 12.643 13.358 11.919
C 13.771 12.543 11.688
C 13.951 11.184 11.945
C 12.999 10.324 12.638
N 11.276 11.913 13.331
C 11.368 12.947 12.479
S 9.932 13.753 12.087
H 14.621 13.028 11.211
H 14.877 10.774 11.556
H 13.531 9.454 13.048
F 10.260 5.720 19.250
C 10.031 6.909 18.649
C 11.101 7.774 18.438
C 10.835 9.001 17.813
C 9.547 9.328 17.417
C 8.509 8.425 17.598
C 8.728 7.200 18.237
Sb 9.136 11.110 16.209
C 7.674 11.966 17.541
C 7.156 11.293 18.641
C 6.227 11.914 19.486
C 5.845 13.219 19.196
F 4.947 13.832 20.007
C 6.363 13.928 18.114
C 7.282 13.274 17.285
C 10.672 12.347 17.091
C 10.975 12.210 18.439
C 11.969 13.002 19.029
C 12.629 13.925 18.223
F 13.602 14.693 18.772
C 12.328 14.104 16.876
C 11.324 13.300 16.317
H 12.102 7.515 18.749
H 11.664 9.685 17.631
H 7.492 8.665 17.278
H 7.907 6.506 18.394
H 7.470 10.282 18.868
H 5.822 11.374 20.332
H 6.076 14.957 17.910
H 7.682 13.792 16.416
H 10.443 11.483 19.047
H 12.221 12.885 20.068
H 12.844 14.839 16.258
H 11.033 13.422 15.283
S 7.935 12.459 13.785
*
```

# 4
The following is a quantum chemistry calculation of an isolated molecule of C3H7NOS in a non-equilibrium geometry, from the Open Molecules 2025 dataset.

```
! wB97M-V def2-TZVPD RIJCOSX def2/J DEFGRID3
* xyz 0 1
C 1.720 -1.336 0.769
C -1.960 0.339 -0.773
C 0.483 -0.907 0.941
N 0.251 1.681 -0.103
O 0.377 -0.328 -1.696
S -0.332 -0.002 -0.507
H 2.399 -1.919 1.280
H 1.993 -0.882 -0.169
H -2.211 -0.494 -1.315
H -2.733 0.353 0.010
H -0.221 -0.913 1.798
H -0.255 2.078 0.667
H 0.490 2.329 -0.902
*
```

Properties
SMILES string: C=C[S@@](=C)(N)=O

# 5
The following is a quantum chemistry calculation of a structure of composition C36H41N5SeSn in a non-equilibrium geometry, from the Open Molecules 2025 dataset.

```
! wB97M-V def2-TZVPD RIJCOSX def2/J DEFGRID3
* xyz -2 1
Sn 0.242 -0.432 -0.601
N 3.781 1.049 0.592
N 0.736 2.180 -1.427
C -2.617 0.505 1.340
C -1.752 1.501 1.880
C -0.691 0.841 2.560
C 0.438 1.471 3.279
H 0.197 2.508 3.541
H 1.368 1.473 2.691
H 0.647 0.922 4.208
C -0.887 -0.562 2.426
C 0.029 -1.605 2.942
H -0.001 -1.641 4.043
H 1.073 -1.409 2.653
H -0.241 -2.600 2.565
C -2.099 -0.770 1.705
C -2.688 -2.093 1.399
H -1.967 -2.763 0.906
H -3.566 -1.994 0.753
H -3.011 -2.591 2.326
C -1.944 2.963 1.777
H -2.639 3.332 2.550
H -2.365 3.243 0.801
H -0.992 3.494 1.904
C -3.838 0.752 0.542
H -4.028 -0.072 -0.159
H -3.742 1.672 -0.048
H -4.726 0.860 1.187
C 5.064 0.745 0.442
H 5.631 0.591 1.362
C 5.669 0.609 -0.816
H 6.716 0.323 -0.854
C 4.905 0.814 -1.965
H 5.340 0.702 -2.959
C 3.565 1.167 -1.821
H 2.913 1.371 -2.670
C 3.040 1.252 -0.511
C 1.619 1.360 -0.178
H 1.375 1.901 0.740
C -0.364 1.550 -1.797
C 0.759 3.468 -1.919
H 1.607 4.101 -1.720
C -0.388 3.648 -2.600
H -0.729 4.491 -3.162
N -1.136 2.471 -2.463
C -2.512 2.302 -2.757
C -3.421 3.329 -2.461
C -4.786 3.077 -2.661
H -5.505 3.874 -2.460
C -5.246 1.831 -3.092
C -6.710 1.579 -3.294
H -6.966 0.546 -3.030
H -7.004 1.734 -4.341
H -7.307 2.258 -2.676
C -4.312 0.826 -3.366
H -4.654 -0.148 -3.721
C -2.942 1.049 -3.220
C -1.979 -0.026 -3.593
H -1.149 0.340 -4.210
H -2.525 -0.780 -4.177
H -1.562 -0.543 -2.711
C -3.020 4.656 -1.909
H -2.512 5.284 -2.653
H -2.390 4.591 -1.011
H -3.934 5.192 -1.620
C 3.731 -1.765 2.203
N 3.226 -2.986 1.593
C 2.749 -3.102 0.310
Se 2.637 -1.811 -1.042
N 2.585 -4.444 0.101
C 3.062 -5.186 1.191
C 3.520 -6.497 1.211
C 4.366 -6.858 2.271
C 4.733 -5.926 3.260
C 4.280 -4.598 3.211
C 3.447 -4.258 2.149
H 3.601 -1.852 3.288
H 3.182 -0.900 1.819
H 4.801 -1.627 1.984
H 2.285 -4.829 -0.783
H 3.221 -7.175 0.411
H 4.759 -7.875 2.330
H 5.395 -6.242 4.069
H 4.555 -3.839 3.943
*
```

# 6
The following is a quantum chemistry calculation of a structure of composition C6H14OSi in a non-equilibrium geometry, from the Open Molecules 2025 dataset.

```
! wB97M-V def2-TZVPD RIJCOSX def2/J DEFGRID3
* xyz 0 3
C 2.264 2.631 -1.211
C 2.477 1.980 -0.175
C 2.232 -0.211 0.726
C -1.690 0.478 1.511
C -1.544 -0.737 -1.304
C 2.709 1.198 1.005
O -0.208 1.799 -0.771
Si -1.093 0.692 -0.235
H -3.546 1.685 0.258
H 2.013 3.221 -2.030
H 1.133 -0.276 0.506
H 2.543 -0.862 1.499
H 2.637 -0.452 -0.276
H -2.760 0.530 1.847
H -1.391 -0.512 1.693
H -0.976 1.072 2.134
H -1.559 -0.334 -2.278
H -0.848 -1.498 -1.188
H -2.484 -1.199 -1.177
H 3.839 1.223 1.082
H 2.273 1.642 1.856
H -4.045 2.211 -0.153
*
```

# 7
The following is a quantum chemistry calculation of a cluster of 2 separate species, C5H14NS2 in total in a non-equilibrium geometry, from the Open Molecules 2025 dataset.

```
! wB97M-V def2-TZVPD RIJCOSX def2/J DEFGRID3
* xyz 1 1
C -3.441 -1.144 0.290
C 0.844 1.845 -1.494
C 2.682 -1.009 0.115
C -2.348 -0.069 0.393
C -0.133 1.495 -0.481
N 1.311 -0.696 0.527
S -0.190 2.096 1.108
S -1.268 0.361 -1.014
H -4.063 -0.967 -0.497
H -2.939 -2.046 0.374
H -3.970 -1.146 1.175
H 1.219 2.825 -1.490
H 1.883 1.424 -1.250
H 0.611 1.768 -2.537
H 3.236 -1.452 0.823
H 2.577 -1.574 -0.737
H 3.202 0.066 -0.139
H -1.568 -0.230 1.231
H -2.984 0.693 0.788
H 0.754 -1.563 0.564
H 1.382 -0.434 1.483
H 1.008 2.666 1.070
*
```

Molecular weight per entry: 794.685 897.002 1106.994 105.162 741.430 130.263 152.308 g mol⁻¹
Energy per entry: -145865.8418 -89266.2475 -114476.0126 -17591.9129 -116620.7299 -16365.9757 -28563.6464 eV